Arrangement a

C2H3I3O | ωB97M-V/def2-TZVPD

## Properties
molar mass: 423.76 g mol⁻¹
2S+1: 3
HOMO-LUMO gap (spin up / spin down): 7.33 / 5.64 eV
LUMO level (spin up / spin down): 0.20 / -3.48 eV
<S²>: 2.01
HOMO (spin up / spin down): -7.13 / -9.12 eV

Each line ends with the natural charge from an NBO analysis.
CARTESIAN COORDINATES (ANGSTROEM)
C -0.865 0.965 0.223  -0.55
C 0.434 0.871 0.119  0.24
O 1.272 0.610 1.142  -0.71
I -1.490 -2.602 -1.649  0.01
I -0.126 -3.097 0.506  -0.01
I 1.278 1.069 -1.905  0.03
H -1.196 0.781 1.272  0.23
H -1.538 1.088 -0.650  0.24
H 2.231 0.315 0.943  0.52

Arrangement b

C2H3I3O | ωB97M-V/def2-TZVPD

## Properties
molar mass: 423.76 g mol⁻¹
2S+1: 3
HOMO-LUMO gap (spin up / spin down): 7.69 / 5.22 eV
LUMO level (spin up / spin down): 0.08 / -3.65 eV
<S²>: 2.02
HOMO (spin up / spin down): -7.61 / -8.87 eV

Each line ends with the natural charge from an NBO analysis.
CARTESIAN COORDINATES (ANGSTROEM)
C 0.030 0.042 -0.228  0.18
C -0.989 0.512 -0.932  -0.53
O 0.716 -0.960 -0.610  -0.65
I -2.060 -0.927 2.170  0.00
I -1.896 -0.921 -2.094  0.21
I 0.162 2.209 -2.318  -0.16
H 0.503 0.494 0.628  0.19
H -1.617 1.148 -0.385  0.24
H 1.444 -1.307 -0.020  0.52

It is arrangement b that is most stable; the runner-up trails by 0.0070 hartree.

Arrangement a

H2NO4P | ωB97M-V/def2-TZVPD

## Properties
molar mass: 110.99 g mol⁻¹
2S+1: 1
HOMO-LUMO gap (spin up / spin down): 5.50 / 5.57 eV
LUMO level (spin up / spin down): -3.28 / -3.28 eV
HOMO (spin up / spin down): -8.79 / -8.85 eV

Each line ends with the natural charge from an NBO analysis.
CARTESIAN COORDINATES (ANGSTROEM)
N -0.140 0.814 0.413  0.28
O 0.303 0.157 1.303  -0.37
O 0.257 1.876 0.016  -0.37
O -1.504 -1.201 0.235  -0.99
O 1.476 -0.515 -1.224  -0.91
P -1.543 0.118 -0.539  1.36
H -0.786 -1.512 0.870  0.58
H 1.938 0.262 -1.076  0.41

Arrangement b

H2NO4P | ωB97M-V/def2-TZVPD

## Properties
molar mass: 110.99 g mol⁻¹
2S+1: 1
HOMO-LUMO gap: 10.39 eV
LUMO level: -0.04 eV
HOMO: -10.43 eV

Each line ends with the natural charge from an NBO analysis.
CARTESIAN COORDINATES (ANGSTROEM)
N -1.983 -0.026 -0.048  0.31
O -2.057 -0.828 0.824  -0.40
O -2.747 0.822 -0.364  -0.37
O 0.065 -1.529 -0.370  -1.00
O 0.483 0.740 -0.178  -1.00
P -0.441 -0.247 -1.118  1.43
H -0.329 -1.693 0.477  0.52
H 0.004 1.494 0.226  0.50

Arrangement c

H2NO4P | ωB97M-V/def2-TZVPD

## Properties
molar mass: 110.99 g mol⁻¹
2S+1: 1
HOMO-LUMO gap: 9.71 eV
LUMO level: -0.76 eV
HOMO: -10.47 eV

Each line ends with the natural charge from an NBO analysis.
CARTESIAN COORDINATES (ANGSTROEM)
N 3.181 -1.050 -0.034  0.26
O 4.392 -1.250 -0.219  -0.43
O 2.303 -1.819 -0.225  -0.31
O 3.512 1.624 -0.512  -0.99
O -0.578 0.858 0.356  -0.98
P 3.622 0.720 0.579  1.46
H -0.692 1.373 -0.424  0.49
H -1.118 0.051 0.525  0.49

It is arrangement b that is most stable; the runner-up trails by 0.0497 hartree.

Arrangement a

CH3IOS2 | ωB97M-V/def2-TZVPD

## Properties
molar mass: 222.07 g mol⁻¹
2S+1: 1
HOMO-LUMO gap: 8.26 eV
LUMO level: -1.09 eV
HOMO: -9.35 eV

Each line ends with the natural charge from an NBO analysis.
CARTESIAN COORDINATES (ANGSTROEM)
C 0.074 1.006 -0.769  -0.78
O 1.079 -2.163 1.598  -0.89
S 0.374 -0.969 1.311  1.07
S 1.074 -0.418 -0.589  0.09
I -2.035 -1.536 0.770  -0.18
H 0.505 2.020 -0.983  0.24
H -0.658 0.908 -1.445  0.22
H -0.414 1.152 0.107  0.23

Arrangement b

CH3IOS2 | ωB97M-V/def2-TZVPD

## Properties
molar mass: 222.07 g mol⁻¹
2S+1: 1
HOMO-LUMO gap: 8.12 eV
LUMO level: -1.13 eV
HOMO: -9.25 eV

Each line ends with the natural charge from an NBO analysis.
CARTESIAN COORDINATES (ANGSTROEM)
C 0.022 1.208 0.414  -0.74
O 1.305 -1.184 -0.102  -0.90
S -0.853 0.430 -0.978  0.02
S 0.278 -1.350 -1.121  1.03
I -1.389 -2.983 -0.167  -0.14
H 0.750 0.428 0.700  0.27
H -0.664 1.462 1.210  0.23
H 0.551 1.989 0.043  0.22

It is arrangement b that is most stable; the runner-up trails by 0.0119 hartree.

Arrangement a

CH3IOS2 | ωB97M-V/def2-TZVPD

## Properties
molar mass: 222.07 g mol⁻¹
2S+1: 1
HOMO-LUMO gap: 8.12 eV
LUMO level: -1.46 eV
SMILES: C[S@@](=O)(=S)I
HOMO: -9.58 eV

Each line ends with the natural charge from an NBO analysis.
CARTESIAN COORDINATES (ANGSTROEM)
C 0.788 0.520 0.197  -0.83
O -0.674 -0.839 -1.804  -0.88
S -0.449 -2.087 0.717  -0.37
S -0.504 -0.525 -0.412  1.39
I -2.248 1.162 0.095  -0.09
H 0.578 0.299 1.278  0.27
H 1.653 -0.058 -0.086  0.25
H 0.855 1.529 0.014  0.25

Arrangement b

CH3IOS2 | ωB97M-V/def2-TZVPD

## Properties
molar mass: 222.07 g mol⁻¹
2S+1: 1
HOMO-LUMO gap (spin up / spin down): 8.85 / 4.71 eV
LUMO level (spin up / spin down): -0.89 / -3.44 eV
HOMO (spin up / spin down): -9.74 / -8.15 eV

Each line ends with the natural charge from an NBO analysis.
CARTESIAN COORDINATES (ANGSTROEM)
C 0.804 0.090 0.589  -0.75
O 0.589 -1.861 -2.067  -0.83
S 2.444 -0.338 -0.142  -0.01
S 1.964 -1.432 -1.896  0.86
I -0.102 3.597 -2.467  0.00
H 1.069 -0.240 1.612  0.23
H -0.145 -0.290 0.138  0.26
H 0.671 1.181 0.570  0.23

It is arrangement a that is most stable; the runner-up trails by 0.0214 hartree.

Arrangement a

H12IO6 | ωB97M-V/def2-TZVPD

## Properties
molar mass: 234.99 g mol⁻¹
2S+1: 1
HOMO-LUMO gap: 8.73 eV
LUMO level: 3.12 eV
charge: -1
HOMO: -5.61 eV

Each line ends with the natural charge from an NBO analysis.
CARTESIAN COORDINATES (ANGSTROEM)
I 0.075 0.270 0.141  -0.92
O 1.267 2.013 -2.870  -0.96
H 0.930 1.588 -2.058  0.49
H 0.553 1.916 -3.506  0.45
O -0.545 -1.488 -2.924  -0.97
H -0.659 -0.690 -3.446  0.46
H -0.303 -1.159 -2.035  0.49
O 1.665 0.997 3.083  -0.97
H 2.024 1.604 2.430  0.47
H 0.844 0.674 2.666  0.49
O -2.197 -2.358 1.852  -0.96
H -1.427 -1.842 1.567  0.49
H -2.444 -2.861 1.070  0.46
O 3.273 -1.090 -0.523  -0.97
H 2.459 -0.565 -0.642  0.49
H 3.114 -1.573 0.293  0.46
O -3.235 1.390 1.534  -0.96
H -3.014 2.007 2.238  0.46
H -2.378 1.168 1.130  0.49

Arrangement b

H12IO6 | ωB97M-V/def2-TZVPD

## Properties
molar mass: 234.99 g mol⁻¹
2S+1: 1
HOMO-LUMO gap: 7.22 eV
LUMO level: 2.94 eV
charge: -1
HOMO: -4.28 eV

Each line ends with the natural charge from an NBO analysis.
CARTESIAN COORDINATES (ANGSTROEM)
I -0.480 0.047 -0.582  -1.00
O -5.521 0.088 1.494  -0.95
H -4.914 0.451 0.849  0.48
H -4.958 -0.344 2.137  0.47
O 3.808 -1.881 1.631  -0.95
H 4.292 -2.273 0.904  0.46
H 3.059 -1.452 1.217  0.49
O -0.295 4.342 2.720  -0.94
H -0.179 5.209 2.332  0.46
H -0.568 3.787 1.990  0.48
O -2.623 -4.761 0.941  -0.95
H -2.233 -3.927 0.680  0.48
H -1.875 -5.333 1.113  0.46
O 0.607 -1.064 -5.409  -0.95
H 1.517 -1.350 -5.335  0.46
H 0.444 -0.574 -4.602  0.49
O 3.337 3.327 -0.465  -0.95
H 3.936 3.043 -1.155  0.46
H 2.646 2.665 -0.459  0.49

It is arrangement a that is most stable; the runner-up trails by 0.0371 hartree.

Arrangement a

C2H4O3PS | ωB97M-V/def2-TZVPD

## Properties
molar mass: 139.09 g mol⁻¹
2S+1: 1
HOMO-LUMO gap: 8.80 eV
LUMO level: 4.05 eV
charge: -1
HOMO: -4.75 eV

Each line ends with the natural charge from an NBO analysis.
CARTESIAN COORDINATES (ANGSTROEM)
C 0.898 -0.893 0.229  -0.65
C -0.841 -0.698 0.196  -0.68
O -0.003 1.705 0.849  -1.01
O -0.495 1.155 -1.592  -1.01
O -2.245 1.564 -0.008  -1.04
P 1.804 0.321 -0.413  0.55
S -0.875 1.104 -0.191  2.36
H 1.283 -1.716 0.663  0.18
H -1.197 -1.234 -0.567  0.20
H -1.375 -0.780 1.215  0.22
H 3.047 -0.529 -0.381  -0.13

Arrangement b

C2H4O3PS | ωB97M-V/def2-TZVPD

## Properties
molar mass: 139.09 g mol⁻¹
2S+1: 1
HOMO-LUMO gap: 8.15 eV
LUMO level: 3.93 eV
charge: -1
HOMO: -4.22 eV

Each line ends with the natural charge from an NBO analysis.
CARTESIAN COORDINATES (ANGSTROEM)
C 1.936 0.304 0.097  -0.80
C 0.179 -1.103 0.165  -0.84
O -2.205 -0.389 1.154  -0.99
O -0.661 1.303 0.460  -0.98
O -1.767 -0.020 -1.251  -0.99
P 0.885 1.613 -0.385  0.72
S -1.231 -0.111 0.095  2.34
H 2.254 0.469 1.162  0.16
H 0.276 -1.352 -0.844  0.22
H 0.085 -1.855 0.922  0.23
H 0.248 1.141 -1.574  -0.07

Arrangement c

C2H4O3PS | ωB97M-V/def2-TZVPD

## Properties
molar mass: 139.09 g mol⁻¹
2S+1: 1
HOMO-LUMO gap: 7.01 eV
LUMO level: 3.51 eV
charge: -1
HOMO: -3.50 eV

Each line ends with the natural charge from an NBO analysis.
CARTESIAN COORDINATES (ANGSTROEM)
C 1.594 0.334 0.119  0.74
C 0.651 -0.530 -0.648  -0.29
O 1.493 0.174 1.451  -0.71
O 2.231 1.185 -0.440  -0.61
O -0.733 0.939 -0.495  -1.07
P -1.781 0.172 0.263  0.70
S 0.134 -1.936 0.074  -0.23
H 0.833 -0.361 -1.709  0.22
H -2.859 1.137 0.585  -0.11
H -2.423 -0.515 -0.830  -0.13
H 0.861 -0.598 1.630  0.50

It is arrangement c that is most stable; the runner-up trails by 0.0504 hartree.